Record 1
20
Properties=species:S:1:pos:R:3:lowdin_charge:R:1 method="wB97M-V/def2-TZVPD" multiplicity=1 de_lowest_ev=1.9558 total_charge=+4 e_homo_ev="-24.047 / -23.874" e_lumo_ev="-20.8 / -21.3" energy_ev=-55036.5938 gap_ev="3.2 / 2.5"
Y 1.918 -0.940 -1.876 1.148
Tl -2.826 0.963 -0.364 1.229
Cl 4.186 -0.223 -2.093 0.180
Cl -3.008 -1.476 -1.149 0.433
C -3.032 -0.987 1.755 -0.035
C 0.868 0.856 -2.894 -0.032
C 1.282 -1.262 -4.125 0.002
O -3.632 -1.679 2.437 0.217
O -0.013 1.544 -3.159 0.230
O 1.085 -1.240 -5.257 0.279
C -0.279 1.665 1.708 -0.200
S 0.979 0.648 0.827 1.006
C 0.941 -0.695 2.023 -0.177
O 0.256 -0.037 -0.382 -0.743
H 0.156 1.861 2.698 0.112
H -1.268 1.206 1.855 0.016
H -0.344 2.620 1.173 0.083
H 0.479 -0.331 2.945 0.087
H 0.295 -1.448 1.613 0.063
H 1.954 -1.043 2.265 0.101

=====

Record 2
83
Properties=species:S:1:pos:R:3:lowdin_charge:R:1 method="wB97M-V/def2-TZVPD" multiplicity=1 total_charge=-1 e_homo_ev=-4.349 e_lumo_ev=-0.8 energy_ev=-85413.2681 gap_ev=3.5
O 5.208 -2.795 -4.383 -0.347
P 4.535 -4.059 -3.660 0.510
O 5.213 -5.230 -4.529 -0.357
Nb 2.101 -4.100 -3.164 0.345
I -0.698 -4.101 -2.754 0.545
H 5.427 -2.170 -3.689 0.026
H 5.222 -6.008 -3.967 0.023
H 2.395 -2.280 -3.102 -0.118
H 2.246 -4.150 -1.307 -0.139
H 2.349 -5.942 -3.351 -0.122
H 1.665 -3.915 -4.948 -0.175
C 7.074 -4.189 0.620 0.006
C 8.326 -3.874 0.925 0.017
C 8.739 -2.454 1.053 -0.390
O 9.879 -2.146 1.324 0.086
C 7.695 -1.406 0.840 0.014
C 6.439 -1.727 0.552 0.030
C 6.030 -3.153 0.420 -0.378
O 4.895 -3.486 0.190 0.067
H 6.731 -5.206 0.514 0.118
H 9.095 -4.616 1.094 0.119
H 8.026 -0.381 0.944 0.116
H 5.659 -0.990 0.403 0.123
C 2.175 -5.178 1.555 0.030
C 3.499 -5.267 1.572 0.000
C 4.279 -5.050 2.815 -0.369
O 5.491 -5.100 2.801 0.083
C 3.526 -4.732 4.063 0.016
C 2.201 -4.652 4.054 0.019
C 1.425 -4.866 2.795 -0.351
O 0.214 -4.777 2.796 0.087
H 1.591 -5.321 0.657 0.066
H 4.070 -5.477 0.678 0.108
H 4.118 -4.571 4.955 0.114
H 1.624 -4.421 4.940 0.115
C -3.378 -5.902 -1.742 -0.045
C -2.054 -5.992 -1.721 -0.349
C -1.294 -5.798 -0.455 -0.491
O -0.090 -5.885 -0.441 -0.035
C -2.062 -5.494 0.787 0.030
C -3.387 -5.407 0.755 0.010
C -4.152 -5.605 -0.506 -0.411
O -5.361 -5.528 -0.528 0.064
H -3.957 -6.036 -2.646 0.115
H -1.464 -6.203 -2.604 -0.016
H -1.479 -5.352 1.689 0.088
H -3.976 -5.187 1.637 0.115
C -2.018 1.217 -0.031 0.014
C -3.285 1.208 0.361 0.009
C -4.065 -0.054 0.428 -0.390
O -5.224 -0.053 0.787 0.087
C -3.374 -1.310 0.041 0.019
C -2.105 -1.320 -0.355 0.016
C -1.322 -0.049 -0.419 -0.369
O -0.166 -0.026 -0.764 0.113
H -1.436 2.124 -0.086 0.085
H -3.810 2.111 0.646 0.111
H -3.968 -2.214 0.098 0.114
H -1.604 -2.239 -0.643 0.040
C -0.492 5.487 0.496 0.029
C -0.237 6.675 1.030 0.019
C -1.296 7.718 1.121 -0.381
O -1.069 8.805 1.604 0.098
C -2.645 7.382 0.597 0.021
C -2.903 6.195 0.064 0.035
C -1.847 5.152 -0.029 -0.357
O -2.074 4.067 -0.512 0.095
H 0.257 4.709 0.414 0.126
H 0.736 6.944 1.419 0.120
H -3.400 8.148 0.675 0.080
H -3.880 5.932 -0.321 0.123
C -5.187 10.580 0.601 0.023
C -5.485 11.835 0.293 0.024
C -6.537 12.157 -0.712 -0.384
O -6.807 13.300 -0.993 0.110
C -7.243 11.015 -1.359 0.021
C -6.946 9.759 -1.051 0.023
C -5.895 9.440 -0.047 -0.371
O -5.627 8.294 0.232 0.095
H -4.425 10.325 1.328 0.121
H -4.987 12.681 0.749 0.123
H -8.003 11.275 -2.085 0.122
H -7.442 8.912 -1.506 0.123

=====

Record 3
19
Properties=species:S:1:pos:R:3:nbo_charge:R:1 method="wB97M-V/def2-TZVPD" multiplicity=1 de_lowest_ev=2.7789 e_homo_ev=-9.182 e_lumo_ev=0.9 smiles="COC(=O)N1NC1(C)C" energy_ev=-12420.6937 gap_ev=10.1
C -3.267 -0.272 0.176 -0.263
O -1.938 -0.400 0.676 -0.491
C -1.093 0.597 0.375 0.853
O -1.353 1.524 -0.371 -0.649
N 0.103 0.386 1.032 -0.349
N 1.167 1.320 0.709 -0.457
C 1.383 0.076 0.112 0.318
C 1.312 -0.043 -1.385 -0.667
C 2.272 -0.899 0.821 -0.629
H -3.864 0.360 0.845 0.188
H -3.264 0.174 -0.825 0.204
H -3.685 -1.282 0.136 0.195
H 0.865 2.050 0.057 0.367
H 0.360 0.345 -1.752 0.244
H 1.424 -1.074 -1.719 0.223
H 2.103 0.563 -1.835 0.232
H 3.246 -0.929 0.316 0.215
H 2.389 -0.604 1.861 0.240
H 1.839 -1.892 0.772 0.225